No. 1
Formula: C35H50NO17
Source: the OMol25 dataset
Level of theory: ωB97M-V/def2-TZVPD

The geometry in XYZ format:
```
103
C35H50NO17 | the OMol25 dataset | ωB97M-V/def2-TZVPD
C -0.219 0.287 0.903
N -1.087 1.370 0.396
C -0.495 2.660 0.899
C -1.042 1.313 -1.105
C -2.515 1.347 0.809
C -3.619 2.273 0.205
O -4.919 1.824 0.584
H 0.746 0.085 0.561
H -0.753 -0.779 0.775
H 0.018 0.383 2.047
H 0.621 2.624 0.696
H -0.461 2.778 1.976
H -0.785 3.612 0.722
H 0.090 0.907 -1.365
H -1.393 2.197 -1.360
H -1.664 0.652 -1.613
H -2.509 1.436 1.824
H -2.790 0.391 0.543
H -3.358 2.289 -0.754
H -3.476 3.209 0.638
H -5.603 2.472 0.061
C -5.983 -2.057 0.830
C -6.739 -1.851 2.184
C -6.038 -1.888 3.429
O -6.455 -1.874 4.544
C -4.576 -2.009 3.285
C -3.801 -2.170 1.944
C -4.637 -2.078 0.773
O -4.065 -2.156 -0.335
O -2.471 -2.456 1.864
O -8.103 -1.881 2.206
H -6.478 -2.062 -0.028
H -3.853 -2.048 4.140
H -2.088 -2.594 2.656
H -8.552 -1.701 3.022
C 3.662 -2.145 0.049
C 5.111 -2.091 -0.388
C 6.197 -2.047 0.675
O 7.394 -2.048 0.379
C 5.881 -2.083 2.109
C 4.396 -2.171 2.494
C 3.330 -2.172 1.477
O 2.096 -2.252 1.761
O 3.972 -2.408 3.731
O 5.542 -2.046 -1.693
H 2.814 -2.292 -0.642
H 6.449 -2.186 2.844
H 4.728 -2.412 4.102
H 6.434 -2.244 -1.699
C 5.401 3.311 -0.314
C 6.334 4.443 -0.714
C 5.820 5.468 -1.628
O 6.621 6.246 -2.173
C 4.350 5.519 -1.947
C 3.378 4.487 -1.338
C 3.938 3.248 -0.763
O 3.259 2.225 -0.465
O 2.104 4.796 -1.201
O 7.605 4.627 -0.252
H 5.598 2.490 0.452
H 3.927 6.321 -2.371
H 1.835 5.655 -1.677
H 8.151 5.047 -0.920
C 2.348 -2.608 -3.821
C 1.509 -1.452 -3.178
O 0.382 -1.681 -2.726
C 2.031 0.023 -3.310
H 2.212 -3.479 -3.640
H 3.386 -2.529 -3.590
H 2.431 -2.336 -4.923
H 1.000 0.653 -3.476
H 2.716 0.157 -4.128
H 2.558 0.391 -2.295
C 0.255 -4.437 -0.479
C -0.489 -5.522 -1.103
O -0.400 -6.629 -0.741
C -1.409 -5.127 -2.266
H 0.790 -4.824 0.334
H -0.174 -3.593 0.091
H 0.752 -3.758 -1.195
H -2.274 -5.535 -1.979
H -0.920 -5.373 -3.283
H -1.781 -4.069 -2.203
C -5.485 3.148 -3.625
C -4.282 2.308 -3.837
O -3.193 2.704 -3.276
C -4.490 1.062 -4.671
H -6.369 2.444 -3.897
H -5.232 4.033 -4.460
H -5.585 3.603 -2.614
H -4.958 0.126 -4.314
H -3.624 0.693 -4.959
H -5.001 1.332 -5.636
C -0.313 -0.352 5.935
C 0.205 0.598 4.861
O -0.589 1.381 4.254
C 1.689 0.636 4.532
H 0.275 -1.196 5.905
H -1.411 -0.748 5.665
H -0.187 0.099 6.918
H 2.244 1.303 5.136
H 1.660 1.068 3.510
H 2.457 -0.258 4.685
```

The calculation puts the maximum force at 13.491 eV/Å. The value obtained for the HOMO-LUMO gap is 6.66 eV. The total charge is +1. As for the highest occupied orbital energy: -10.83 eV.

Mulliken atomic charge list, values in e, 2 entries: -0.832 1.386

=====

No. 2
Formula: CH11NO4
Source: the OMol25 dataset
Level of theory: ωB97M-V/def2-TZVPD

The geometry in XYZ format:
```
17
CH11NO4 | the OMol25 dataset | ωB97M-V/def2-TZVPD
C 5.461 -0.934 -3.079
N 5.230 -1.574 -2.009
H 5.567 0.159 -3.045
H 5.950 -1.393 -3.954
H 4.495 -2.273 -2.050
H -0.530 3.495 0.866
H -1.898 3.755 1.525
O -1.305 3.060 1.229
H -5.412 2.784 1.831
H -4.531 1.770 1.299
O -4.523 2.724 1.452
H -1.149 -0.232 -0.198
H -0.360 -1.101 -0.930
O -0.618 -1.025 0.003
H -1.955 -2.685 2.422
H -1.441 -2.366 0.994
O -2.070 -2.905 1.496
```

The calculation puts the maximum force at 3.517 eV/Å. The value obtained for the HOMO-LUMO gap is 9.42 eV. The SMILES is C=N.O.O.O.O. As for the highest occupied orbital energy: -8.93 eV.

Mulliken atomic charge list, values in e, 2 entries: -0.235 -0.454

=====

No. 3
Formula: C5H8N
Source: the OMol25 dataset
Level of theory: ωB97M-V/def2-TZVPD

The geometry in XYZ format:
```
14
C5H8N | the OMol25 dataset | ωB97M-V/def2-TZVPD
C -1.269 -0.415 0.083
C -0.002 -0.275 -0.941
C -2.516 0.316 0.013
C -0.088 0.066 1.035
C 0.935 -0.047 0.032
N 2.420 0.034 -0.100
H -1.624 -1.424 0.182
H 0.099 -0.194 -1.937
H -2.658 1.422 0.156
H -3.491 -0.195 0.003
H -0.248 0.474 2.003
H 2.562 0.490 -1.060
H 2.815 -0.887 -0.102
H 3.065 0.636 0.633
```

The calculation puts the maximum force at 3.575 eV/Å. The value obtained for the HOMO-LUMO gap (spin up / spin down) is 7.62 / 7.67 eV. The total charge is +1. As for the highest occupied orbital energy (spin up / spin down): -11.86 / -11.91 eV.

Mulliken atomic charge list, values in e, 2 entries: 0.388 -0.844

=====

No. 4
Formula: C23H34N3O5S
Source: the OMol25 dataset
Level of theory: ωB97M-V/def2-TZVPD

The geometry in XYZ format:
```
66
C23H34N3O5S | the OMol25 dataset | ωB97M-V/def2-TZVPD
C -4.076 -2.448 0.404
C -4.381 -1.163 1.159
H -5.452 -0.945 1.100
H -4.092 -1.256 2.208
O -3.744 -0.032 0.565
C -2.715 0.577 1.178
C -2.405 1.858 0.726
C -1.347 2.577 1.264
C -0.708 2.106 2.404
C -0.964 0.820 2.825
C -1.846 0.006 2.127
O -1.725 -1.367 2.221
C -0.449 -1.775 1.722
H -0.464 -2.864 1.714
H 0.362 -1.441 2.375
C -0.242 -1.201 0.311
O 0.134 -0.040 0.130
N -0.639 -2.018 -0.660
H -0.808 -2.981 -0.413
C -0.642 -1.737 -2.099
C 0.779 -1.407 -2.560
H 0.809 -1.299 -3.640
H 1.118 -0.487 -2.093
H 1.450 -2.207 -2.258
C -1.592 -0.565 -2.365
H -2.607 -0.825 -2.078
H -1.579 -0.303 -3.419
H -1.283 0.294 -1.774
C -1.146 -2.995 -2.800
H -2.138 -3.264 -2.444
H -1.203 -2.828 -3.872
H -0.468 -3.826 -2.620
H -0.391 0.384 3.628
H 0.034 2.704 2.908
C -0.687 3.626 0.420
H 0.044 4.196 0.991
H -1.389 4.307 -0.063
N 0.028 2.836 -0.640
H -0.690 2.475 -1.277
H 0.426 1.981 -0.186
C 1.089 3.541 -1.398
H 1.272 2.984 -2.319
H 0.734 4.540 -1.657
C 2.389 3.616 -0.590
C 2.740 2.241 -0.081
C 3.160 1.253 -0.968
C 3.302 -0.053 -0.538
C 3.025 -0.361 0.779
C 2.685 0.615 1.690
C 2.546 1.922 1.258
H 2.276 2.694 1.962
H 2.506 0.333 2.715
S 2.922 -2.069 1.267
O 2.572 -2.123 2.656
O 2.071 -2.740 0.323
N 4.478 -2.618 1.033
H 4.518 -3.469 0.497
H 4.990 -2.701 1.896
H 3.595 -0.840 -1.213
H 3.357 1.505 -2.000
H 2.285 4.310 0.244
H 3.174 3.997 -1.243
H -2.974 2.239 -0.108
H -4.677 -3.254 0.815
H -3.027 -2.705 0.506
H -4.320 -2.330 -0.649
```

The calculation puts the maximum force at 0.823 eV/Å. The value obtained for the HOMO-LUMO gap is 8.71 eV. The SMILES is CCOc1cc(C[NH2+]CCc2ccc(S(N)(=O)=O)cc2)ccc1OCC(=O)NC(C)(C)C. The total charge is +1. As for the highest occupied orbital energy: -11.04 eV.

Mulliken atomic charge list, values in e, 2 entries: -0.708 -0.508

=====

No. 5
Formula: C2H2NO3
Source: the OMol25 dataset
Level of theory: ωB97M-V/def2-TZVPD

The geometry in XYZ format:
```
8
C2H2NO3 | the OMol25 dataset | ωB97M-V/def2-TZVPD
C -0.406 0.733 0.069
C 1.098 -1.483 -0.399
N -0.010 -0.418 0.340
O 2.222 -1.555 0.041
O -1.616 1.892 0.577
O 0.499 -2.038 -1.264
H -1.796 1.416 1.432
H 0.010 1.452 -0.796
```

The calculation puts the maximum force at 4.395 eV/Å. The value obtained for the HOMO-LUMO gap is 9.01 eV. The SMILES is O=C([O-])/N=C/O. The total charge is -1. As for the highest occupied orbital energy: -4.81 eV.

Mulliken atomic charge list, values in e, 2 entries: 0.162 0.613

=====

No. 6
Formula: C25H24ClN5O5
Source: the OMol25 dataset
Level of theory: ωB97M-V/def2-TZVPD

The geometry in XYZ format:
```
60
C25H24ClN5O5 | the OMol25 dataset | ωB97M-V/def2-TZVPD
C 2.485 0.199 3.641
C 1.438 -0.647 4.351
H 1.148 -0.186 5.301
H 1.797 -1.664 4.525
O 0.273 -0.805 3.537
C -0.596 0.214 3.522
O -0.510 1.200 4.201
C -1.654 -0.059 2.528
N -2.963 0.231 2.671
N -3.590 -0.139 1.630
N -2.744 -0.695 0.771
C -1.491 -0.665 1.284
C -0.252 -1.232 0.713
O 0.783 -0.623 0.618
O -0.428 -2.511 0.388
C 0.744 -3.259 0.053
C 1.420 -3.782 1.312
H 2.296 -4.364 1.040
H 1.728 -2.948 1.937
H 0.735 -4.409 1.877
H 0.391 -4.077 -0.577
H 1.426 -2.617 -0.511
C -3.161 -1.018 -0.566
H -4.208 -1.324 -0.530
C -3.050 0.304 -1.349
O -3.959 1.093 -1.446
N -1.805 0.558 -1.813
N -0.842 -0.376 -1.966
C 0.228 0.170 -2.417
C 1.406 -0.596 -2.757
C 2.659 0.008 -2.868
C 3.773 -0.739 -3.197
C 3.641 -2.100 -3.431
C 2.402 -2.719 -3.337
C 1.295 -1.968 -3.002
H 0.321 -2.428 -2.936
H 2.312 -3.776 -3.530
Cl 5.031 -3.034 -3.849
H 4.742 -0.272 -3.274
H 2.769 1.064 -2.679
C 0.105 1.668 -2.584
H 0.314 1.964 -3.613
H 0.798 2.191 -1.924
C -1.353 1.920 -2.174
C -1.527 2.805 -0.965
C -2.392 3.888 -1.001
C -2.602 4.648 0.137
C -1.960 4.322 1.319
C -1.093 3.243 1.360
C -0.873 2.489 0.221
H -0.197 1.646 0.263
H -0.604 2.978 2.285
H -2.138 4.902 2.211
H -3.281 5.486 0.102
H -2.913 4.126 -1.916
H -1.969 2.287 -3.001
H -2.517 -1.792 -0.984
H 2.142 1.227 3.565
H 2.654 -0.185 2.637
H 3.416 0.176 4.199
```

The calculation puts the maximum force at 1.404 eV/Å. The value obtained for the HOMO-LUMO gap is 8.43 eV. The SMILES is CCOC(=O)c1nnn(CC(=O)N2N=C(c3ccc(Cl)cc3)C[C@@H]2c2ccccc2)c1C(=O)OCC. As for the highest occupied orbital energy: -8.61 eV.

Mulliken atomic charge list, values in e, 2 entries: -0.951 -0.410

=====

No. 7
Formula: C14H38BBrO13P3
Source: the OMol25 dataset
Level of theory: ωB97M-V/def2-TZVPD

The geometry in XYZ format:
```
70
C14H38BBrO13P3 | the OMol25 dataset | ωB97M-V/def2-TZVPD
C 0.483 4.124 3.671
C 0.825 4.750 5.066
C -0.207 4.224 6.081
Br 0.150 5.157 7.850
C -0.323 2.725 6.129
B 0.756 2.011 7.009
C 1.925 1.142 6.305
O 0.789 2.010 8.431
H -0.572 3.847 3.624
H 0.675 4.839 2.856
H 1.116 3.239 3.564
H 1.862 4.522 5.333
H 0.713 5.838 4.949
H -1.180 4.603 5.745
H -1.296 2.512 6.632
H 2.724 0.922 7.029
H 2.277 1.581 5.368
H 1.450 0.168 6.077
H 0.618 1.125 8.776
C -3.709 -1.620 1.710
O -2.303 -1.522 1.976
P -1.515 -0.154 1.316
O -0.161 -0.796 1.523
O -1.919 0.798 2.561
C -1.827 0.302 3.895
O -0.891 1.193 0.520
C -0.242 0.908 -0.714
H -4.103 -2.477 2.255
H -4.235 -0.719 2.043
H -3.888 -1.764 0.642
H -1.104 -0.508 3.991
H -2.812 -0.046 4.218
H -1.522 1.125 4.550
H -0.865 0.265 -1.339
H 0.721 0.430 -0.532
H -0.071 1.850 -1.235
C -1.329 -2.320 -5.562
O -1.968 -3.429 -4.902
P -2.160 -3.280 -3.235
O -2.449 -4.714 -2.932
O -3.506 -2.385 -3.367
C -4.556 -2.840 -4.208
O -1.933 -2.670 -1.714
C -0.828 -3.221 -0.974
H -1.347 -2.502 -6.634
H -1.856 -1.384 -5.353
H -0.291 -2.226 -5.234
H -4.540 -3.921 -4.341
H -4.483 -2.349 -5.181
H -5.502 -2.554 -3.750
H 0.076 -3.228 -1.583
H -1.060 -4.231 -0.640
H -0.663 -2.592 -0.105
C 5.230 0.486 -5.579
O 4.284 -0.589 -5.720
P 3.219 -0.809 -4.432
O 2.736 -2.177 -4.797
O 2.202 0.347 -4.938
C 1.764 0.340 -6.289
O 2.597 -0.652 -2.905
C 3.082 -1.590 -1.929
H 5.791 0.573 -6.507
H 4.720 1.435 -5.384
H 5.924 0.280 -4.762
H 1.805 -0.656 -6.730
H 2.375 1.028 -6.875
H 0.734 0.693 -6.309
H 4.170 -1.642 -1.953
H 2.658 -2.577 -2.108
H 2.764 -1.248 -0.945
```

The calculation puts the maximum force at 9.059 eV/Å. The value obtained for the HOMO-LUMO gap is 2.29 eV. The total charge is -1. As for the highest occupied orbital energy: -2.39 eV.

Mulliken atomic charge list, values in e, 2 entries: -0.835 -0.510

=====

No. 8
Formula: C4H4O
Source: the OMol25 dataset
Level of theory: ωB97M-V/def2-TZVPD

The geometry in XYZ format:
```
9
C4H4O | the OMol25 dataset | ωB97M-V/def2-TZVPD
C -0.783 1.336 -0.507
C 0.123 0.508 0.190
C 1.663 0.024 -0.124
C 0.602 -0.836 -0.455
O 2.730 0.480 0.029
H -1.246 2.052 0.187
H 0.147 0.489 1.289
H 0.435 -1.747 0.106
H 0.357 -0.911 -1.509
```

The calculation puts the maximum force at 1.559 eV/Å. The value obtained for the HOMO-LUMO gap is 8.21 eV. As for the highest occupied orbital energy: -8.27 eV.

Mulliken atomic charge list, values in e, 2 entries: -0.662 -0.036

=====

No. 9
Formula: C12H26B2CdO6
Source: the OMol25 dataset
Level of theory: ωB97M-V/def2-TZVPD

The geometry in XYZ format:
```
47
C12H26B2CdO6 | the OMol25 dataset | ωB97M-V/def2-TZVPD
Cd -0.462 -0.826 -0.330
B -1.387 -1.021 -2.286
H -1.232 -0.050 -1.841
H -2.176 -1.031 -3.022
H -0.402 -1.248 -2.664
H -1.601 -1.690 -1.467
B -0.543 -2.644 0.770
H -0.198 -2.875 -0.226
H -0.034 -1.821 1.248
H -1.597 -2.424 0.708
H -0.532 -3.521 1.399
O 1.483 -0.652 -0.912
C 2.514 -0.788 -1.493
O 2.746 -1.917 -2.129
C 3.931 -1.833 -2.956
C 4.732 -0.639 -2.335
C 3.715 0.093 -1.548
H 3.542 -1.657 -3.959
H 4.354 -2.785 -2.638
H 4.929 0.165 -3.044
H 5.598 -0.908 -1.730
H 3.514 0.982 -2.147
H 4.236 0.307 -0.615
O 0.262 0.671 0.878
C 0.974 1.172 1.741
O 1.005 0.531 3.017
C 1.911 1.181 3.950
C 2.335 2.467 3.178
C 1.903 2.385 1.671
H 2.841 0.643 4.133
H 1.437 1.519 4.871
H 3.424 2.494 3.183
H 2.002 3.390 3.653
H 2.678 2.310 0.909
H 1.390 3.275 1.305
O -2.256 -0.005 0.607
C -3.379 0.321 0.456
O -4.306 0.671 1.488
C -5.683 0.548 1.025
C -5.510 0.986 -0.434
C -4.172 0.430 -0.846
H -6.307 1.203 1.632
H -5.928 -0.492 1.240
H -5.418 2.062 -0.586
H -6.399 0.695 -0.994
H -3.546 0.887 -1.613
H -4.388 -0.561 -1.244
```

The calculation puts the maximum force at 5.705 eV/Å. The value obtained for the HOMO-LUMO gap is 8.37 eV. As for the highest occupied orbital energy: -8.25 eV.

Mulliken atomic charge list, values in e, 2 entries: 2.611 0.880

=====

Which of these has the lowest maximum force?
C23H34N3O5S

=====

Among the records above, which one has the highest maximum force?
C35H50NO17